{"formula": "C12H16MnN7S6", "method": "ωB97M-V/def2-TZVPD", "species": ["Mn", "C", "N", "C", "C", "N", "N", "C", "N", "N", "H", "H", "H", "H", "H", "H", "H", "H", "H", "H", "H", "S", "C", "S", "C", "C", "S", "S", "S", "C", "C", "C", "C", "N", "C", "S", "N", "H", "H", "H", "H", "H"], "coordinates": [[-0.500, 0.791, 0.299], [0.433, -2.946, -2.573], [1.428, -1.891, -2.578], [2.741, -2.310, -3.031], [1.309, -0.929, -1.589], [0.529, -0.975, -0.587], [2.091, 0.198, -1.852], [2.213, 1.325, -1.052], [2.865, 2.375, -1.689], [1.826, 1.344, 0.169], [0.463, -3.449, -3.540], [-0.561, -2.525, -2.429], [0.621, -3.694, -1.792], [2.735, -2.494, -4.107], [3.053, -3.233, -2.527], [3.481, -1.545, -2.811], [0.021, -1.844, -0.479], [2.203, 0.370, -2.838], [2.755, 2.351, -2.694], [2.482, 3.265, -1.373], [2.063, 2.241, 0.586], [-4.180, -4.526, 3.600], [-3.439, -3.214, 2.877], [-2.251, -2.253, 3.640], [-1.949, -1.111, 2.355], [-2.684, -1.300, 1.229], [-2.667, -0.357, -0.252], [-3.789, -2.655, 1.298], [-0.735, 0.119, 2.682], [1.813, 6.366, 0.226], [0.867, 5.201, 0.325], [0.254, 4.887, 1.539], [-0.487, 3.720, 1.554], [-0.704, 3.015, 0.453], [-0.157, 3.422, -0.724], [-0.492, 2.480, -2.107], [0.696, 4.481, -0.775], [1.430, 7.228, 0.773], [1.959, 6.632, -0.819], [2.783, 6.109, 0.657], [0.406, 5.478, 2.430], [-0.908, 3.304, 2.465]], "atomic_forces_ev_per_a": [[-0.325, -0.234, 0.061], [0.049, -0.026, -0.004], [-0.157, -0.007, -0.031], [0.105, -0.012, 0.005], [0.012, 0.074, 0.096], [0.008, 0.129, -0.111], [-0.004, -0.081, 0.005], [0.130, 0.103, -0.011], [-0.103, -0.066, 0.034], [-0.043, 0.076, -0.070], [-0.017, -0.003, -0.003], [-0.014, 0.014, -0.012], [-0.001, -0.007, 0.003], [-0.024, -0.009, 0.010], [0.003, 0.001, 0.010], [0.007, -0.001, -0.015], [0.034, -0.012, -0.012], [0.004, 0.000, -0.005], [0.018, -0.010, 0.007], [0.030, 0.004, 0.008], [0.003, -0.037, 0.037], [0.087, 0.125, -0.114], [-0.183, -0.193, 0.176], [0.075, -0.029, 0.119], [0.104, 0.180, -0.127], [0.125, 0.168, -0.009], [0.056, -0.081, 0.184], [-0.063, -0.054, -0.118], [-0.126, -0.063, -0.096], [-0.017, -0.004, -0.033], [0.069, 0.144, 0.164], [-0.018, -0.116, -0.108], [-0.045, 0.103, -0.023], [0.203, -0.265, 0.030], [0.153, 0.199, 0.010], [0.007, -0.037, 0.042], [-0.148, -0.001, -0.098], [-0.009, 0.003, 0.007], [0.004, 0.009, 0.006], [-0.001, -0.028, 0.003], [0.018, 0.019, -0.003], [-0.009, 0.024, -0.012]], "s_squared": 8.756, "fmax_ev_per_a": 0.40, "multiplicity": 6, "orbital_gap_ev": [5.71, 5.80], "homo_ha": [-0.1271, -0.1303], "total_charge": -1, "relative_energy_kj_mol": 3.7}

***

{"formula": "C19H41N2O19PS5", "method": "ωB97M-V/def2-TZVPD", "species": ["C", "C", "C", "N", "C", "C", "O", "C", "C", "C", "N", "P", "O", "O", "C", "S", "C", "C", "H", "H", "H", "H", "H", "H", "H", "H", "H", "H", "H", "H", "H", "H", "H", "H", "H", "H", "H", "H", "H", "H", "H", "H", "H", "O", "S", "O", "O", "C", "C", "O", "H", "H", "H", "H", "O", "S", "O", "O", "C", "C", "O", "H", "H", "H", "H", "O", "S", "O", "O", "C", "C", "O", "H", "H", "H", "H", "O", "S", "O", "O", "C", "C", "O", "H", "H", "H", "H"], "coordinates": [[1.229, -2.880, -0.095], [0.311, -2.367, -0.912], [-1.166, -2.616, -0.722], [-1.649, -2.307, 0.633], [-3.017, -1.829, 0.700], [-3.183, -0.398, 0.127], [-1.964, 0.306, 0.217], [-2.005, 1.588, -0.362], [-2.985, 2.572, 0.293], [-4.419, 2.620, -0.247], [-5.271, 3.484, 0.613], [-2.241, 1.561, -2.241], [-1.486, 0.135, -2.602], [-1.128, 2.683, -2.721], [-4.056, -2.785, 0.100], [-5.695, -1.998, -0.158], [-5.899, -2.035, -1.966], [-5.774, -0.662, -2.637], [2.248, -2.929, -0.456], [1.008, -3.206, 0.911], [0.604, -1.762, -1.760], [-1.315, -3.685, -0.910], [-1.766, -2.112, -1.473], [-1.554, -3.131, 1.209], [-3.253, -1.755, 1.763], [-3.545, -0.486, -0.900], [-3.909, 0.101, 0.765], [-1.000, 1.998, -0.205], [-2.569, 3.568, 0.110], [-2.987, 2.455, 1.376], [-4.465, 3.041, -1.248], [-4.901, 1.645, -0.262], [-4.684, 4.040, 1.226], [-5.796, 2.889, 1.244], [-0.556, 0.266, -2.823], [-0.255, 2.436, -2.380], [-4.238, -3.609, 0.784], [-3.756, -3.196, -0.860], [-6.880, -2.448, -2.187], [-5.179, -2.725, -2.399], [-6.745, -0.194, -2.778], [-5.194, 0.038, -2.041], [-5.273, -0.735, -3.600], [-8.324, 2.115, 2.973], [-8.090, 1.037, 2.086], [-7.123, 1.116, 1.054], [-9.491, 0.579, 1.461], [-9.725, -0.810, 1.732], [-9.003, -1.068, 3.037], [-7.803, -0.292, 2.932], [-9.300, -1.399, 0.917], [-10.793, -0.999, 1.800], [-8.757, -2.116, 3.182], [-9.577, -0.703, 3.892], [3.680, -4.167, 1.966], [5.048, -3.797, 1.946], [6.080, -4.749, 1.769], [5.344, -2.925, 3.255], [5.855, -1.631, 2.894], [5.241, -1.354, 1.537], [5.252, -2.626, 0.871], [6.943, -1.691, 2.833], [5.575, -0.897, 3.639], [5.800, -0.626, 0.971], [4.202, -1.028, 1.630], [6.514, 0.971, 2.394], [6.515, 1.938, 1.355], [7.161, 1.704, 0.115], [7.021, 3.321, 1.966], [6.030, 4.344, 1.775], [4.714, 3.595, 1.770], [5.008, 2.378, 1.063], [6.219, 4.833, 0.818], [6.093, 5.075, 2.576], [3.921, 4.138, 1.265], [4.394, 3.336, 2.781], [11.015, -1.035, -4.072], [10.472, 0.263, -4.232], [11.034, 1.199, -5.133], [10.339, 0.933, -2.782], [8.978, 1.316, -2.534], [8.156, 0.330, -3.334], [8.904, 0.146, -4.544], [8.837, 2.338, -2.893], [8.762, 1.270, -1.472], [7.161, 0.700, -3.563], [8.079, -0.633, -2.825]], "atomic_forces_ev_per_a": [[0.133, 0.610, -0.673], [-0.335, -0.144, 0.515], [-0.058, -0.165, 0.483], [-0.020, -0.035, -0.357], [0.003, 0.350, 0.309], [0.437, -0.628, 0.585], [0.101, -0.111, -0.221], [0.368, 0.319, -0.034], [0.016, 0.251, -0.755], [-0.622, 0.521, 0.948], [0.233, -0.303, 0.130], [-0.671, -0.175, -0.306], [0.064, 0.350, -0.100], [0.084, -0.511, 0.328], [-0.559, 0.258, -0.037], [-0.213, -0.364, 0.037], [0.053, 0.377, -0.248], [0.085, 0.157, 0.101], [0.249, 0.374, 0.510], [-0.089, -0.615, -0.135], [0.129, -0.497, -0.440], [0.003, -0.051, -0.212], [0.064, 0.389, 0.022], [-0.017, 0.041, 0.124], [0.089, 0.007, 0.113], [0.021, 0.345, -0.115], [-0.390, 0.041, -0.360], [0.117, -0.142, 0.062], [0.036, 0.095, 0.075], [-0.005, -0.306, 0.102], [0.239, -0.144, -0.199], [0.104, -0.109, -0.210], [0.050, 0.204, -0.142], [-0.123, 0.057, -0.155], [0.079, -0.234, 0.084], [0.094, 0.404, 0.065], [0.172, -0.173, 0.007], [0.168, 0.027, -0.058], [-0.075, -0.124, 0.132], [0.133, -0.131, 0.177], [-0.106, -0.014, -0.064], [0.080, -0.041, 0.068], [-0.100, -0.047, -0.157], [0.055, 0.216, -0.068], [-0.340, -0.487, 0.133], [0.234, 0.123, -0.034], [0.056, 0.078, 0.298], [0.130, -0.347, -0.232], [-0.314, 0.076, 0.262], [0.022, 0.009, -0.298], [0.014, -0.012, 0.031], [-0.036, 0.220, -0.018], [0.226, 0.048, -0.045], [-0.024, -0.025, -0.021], [-0.045, -0.242, 0.060], [0.007, 0.491, 0.078], [-0.027, -0.200, -0.117], [-0.211, 0.017, -0.198], [0.371, -0.041, -0.160], [-0.575, 0.004, 0.157], [0.284, -0.116, 0.187], [-0.007, 0.027, -0.003], [-0.147, -0.173, 0.131], [0.108, -0.359, -0.305], [0.029, 0.039, 0.027], [0.380, 0.141, -0.023], [-0.301, 0.863, 0.358], [-0.027, -0.343, -0.053], [-0.151, -0.223, 0.085], [-0.092, 0.261, -0.338], [-0.094, 0.045, 0.448], [0.250, 0.082, -0.248], [-0.016, -0.002, 0.010], [0.160, -0.134, 0.105], [0.008, -0.162, -0.182], [0.004, 0.029, -0.006], [0.200, -0.061, -0.022], [-0.327, 0.082, 0.232], [0.090, -0.022, -0.178], [-0.090, -0.281, -0.096], [-0.179, 0.341, -0.074], [-0.014, -0.322, 0.294], [0.112, 0.293, 0.002], [-0.018, -0.016, -0.008], [0.228, -0.079, 0.020], [0.061, 0.023, -0.222], [-0.015, 0.028, 0.028]], "fmax_ev_per_a": 1.25, "orbital_gap_ev": 8.00, "smiles": "C=CCN[C@@H](CO[C@H](CCN)P(O)O)CSCC.O=S1(=O)OCCO1.O=S1(=O)OCCO1.O=S1(=O)OCCO1.O=S1(=O)OCCO1", "homo_ha": -0.3053}

***

{"formula": "C26H32N2O6", "method": "ωB97M-V/def2-TZVPD", "species": ["C", "O", "C", "C", "C", "C", "C", "C", "O", "C", "C", "C", "C", "O", "C", "C", "C", "C", "C", "C", "C", "O", "C", "O", "N", "C", "C", "N", "C", "C", "C", "C", "C", "O", "H", "H", "H", "H", "H", "H", "H", "H", "H", "H", "H", "H", "H", "H", "H", "H", "H", "H", "H", "H", "H", "H", "H", "H", "H", "H", "H", "H", "H", "H", "H", "H"], "coordinates": [[2.011, 1.484, -3.286], [0.972, 2.004, -2.490], [0.767, 1.435, -1.258], [1.466, 0.361, -0.745], [1.172, -0.125, 0.525], [1.931, -1.334, 1.024], [1.866, -2.458, 0.020], [0.779, -2.945, -0.660], [0.939, -3.836, -1.627], [-0.590, -2.468, -0.458], [-1.124, -2.246, 0.806], [-2.395, -1.731, 0.960], [-3.160, -1.405, -0.159], [-4.391, -0.859, -0.127], [-4.952, -0.492, 1.119], [-6.293, 0.205, 0.866], [-6.082, 1.472, 0.042], [-7.263, -0.744, 0.169], [-2.639, -1.665, -1.432], [-1.382, -2.199, -1.578], [3.197, -2.798, -0.397], [3.504, -3.632, -1.247], [4.139, -1.894, 0.370], [5.351, -1.873, 0.336], [3.359, -1.098, 1.139], [3.916, -0.172, 2.088], [3.696, 1.306, 1.740], [4.031, 1.641, 0.369], [3.624, 3.000, 0.076], [5.440, 1.448, 0.075], [0.185, 0.478, 1.282], [-0.530, 1.550, 0.771], [-0.254, 2.031, -0.495], [-0.959, 3.079, -0.994], [2.041, 2.110, -4.177], [2.971, 1.534, -2.767], [1.808, 0.448, -3.577], [2.254, -0.107, -1.310], [1.544, -1.626, 2.011], [1.915, -4.019, -1.732], [-0.554, -2.516, 1.681], [-2.783, -1.583, 1.955], [-5.109, -1.387, 1.738], [-4.272, 0.189, 1.649], [-6.701, 0.478, 1.846], [-5.415, 2.160, 0.556], [-5.643, 1.219, -0.919], [-7.031, 1.974, -0.129], [-6.850, -1.057, -0.786], [-8.215, -0.251, -0.006], [-7.439, -1.629, 0.777], [-3.248, -1.431, -2.290], [-0.985, -2.395, -2.561], [3.475, -0.358, 3.074], [4.985, -0.396, 2.134], [2.640, 1.551, 1.882], [4.285, 1.903, 2.463], [4.145, 3.743, 0.701], [3.839, 3.222, -0.969], [2.551, 3.100, 0.239], [5.697, 0.395, 0.158], [5.630, 1.762, -0.950], [6.091, 2.031, 0.744], [-0.035, 0.119, 2.276], [-1.306, 2.029, 1.346], [-0.620, 3.268, -1.880]], "atomic_forces_ev_per_a": [[0.190, -0.065, -0.219], [-0.361, 0.120, 0.469], [-0.078, -0.026, 0.011], [-0.166, 0.196, -0.067], [-0.145, 0.230, 0.273], [-0.443, 0.051, -0.091], [0.152, -0.309, -0.066], [0.401, 0.077, 0.223], [0.026, 0.030, -0.075], [-0.237, -0.208, 0.004], [0.154, -0.228, -0.376], [-0.416, 0.112, 0.087], [0.395, -0.186, -0.093], [-0.049, -0.003, -0.188], [-0.320, 0.178, 0.471], [0.288, -0.163, -0.243], [-0.043, -0.149, 0.206], [0.110, 0.132, 0.192], [-0.193, 0.097, 0.094], [0.066, 0.007, 0.121], [-0.724, -0.466, -0.237], [0.209, 0.194, 0.107], [0.642, 0.176, 0.202], [0.009, -0.216, -0.182], [-0.132, -0.169, -0.049], [0.222, 0.326, 0.087], [-0.099, -0.108, -0.089], [0.102, 0.041, 0.143], [-0.055, -0.094, 0.023], [-0.042, -0.102, 0.001], [0.326, -0.047, -0.171], [-0.051, 0.274, -0.259], [0.173, -0.166, -0.015], [0.004, 0.047, -0.070], [0.051, -0.085, 0.042], [-0.007, -0.013, 0.004], [0.014, 0.020, 0.028], [0.107, -0.020, -0.133], [0.031, 0.068, -0.078], [-0.108, 0.141, 0.145], [0.097, 0.027, 0.126], [-0.056, 0.036, 0.080], [0.076, 0.060, -0.054], [-0.001, -0.084, -0.043], [0.093, -0.050, -0.015], [0.084, 0.133, 0.005], [0.033, 0.035, -0.128], [-0.078, 0.091, -0.047], [-0.019, -0.058, -0.125], [-0.118, 0.011, -0.043], [-0.061, -0.138, 0.018], [-0.068, 0.037, -0.109], [0.020, -0.012, -0.111], [0.081, -0.011, -0.049], [-0.133, -0.009, 0.072], [0.108, 0.058, 0.057], [-0.060, -0.022, -0.024], [0.018, 0.032, 0.008], [-0.009, 0.075, -0.063], [-0.060, 0.061, -0.007], [0.112, -0.009, 0.005], [0.062, 0.012, -0.042], [0.047, 0.067, 0.026], [-0.031, -0.099, 0.126], [-0.129, 0.079, 0.068], [-0.006, -0.016, 0.038]], "fmax_ev_per_a": 0.89, "orbital_gap_ev": 7.94, "smiles": "COc1cc([C@H]2/C(=C(/O)c3ccc(OCC(C)C)cc3)C(=O)C(=O)N2CCN(C)C)ccc1O", "homo_ha": -0.3028, "relative_energy_kj_mol": 214.3}

***

{"formula": "C5H15NO2", "method": "ωB97M-V/def2-TZVPD", "species": ["C", "C", "C", "C", "N", "C", "H", "H", "H", "H", "H", "H", "H", "H", "H", "H", "H", "O", "H", "H", "O", "H", "H"], "coordinates": [[1.086, -0.640, -1.502], [-0.040, -0.181, -0.922], [-0.348, -0.613, 0.507], [-0.611, -2.125, 0.447], [-0.987, 0.553, -1.614], [-1.657, 1.653, -0.931], [1.385, -0.479, -2.528], [1.681, -1.480, -1.181], [0.466, -0.332, 1.145], [-1.288, -0.174, 0.916], [-1.497, -2.334, -0.161], [0.183, -2.604, -0.160], [-0.465, -2.786, 1.308], [-0.717, 0.794, -2.557], [-1.071, 2.552, -0.662], [-2.180, 1.361, -0.029], [-2.306, 2.111, -1.699], [1.996, -1.595, 1.840], [2.848, -1.310, 2.205], [2.206, -2.168, 1.105], [0.342, 3.671, 1.354], [0.584, 2.852, 0.877], [0.392, 3.272, 2.241]], "atomic_forces_ev_per_a": [[-0.034, -0.292, -0.709], [0.873, -0.529, -0.046], [-1.691, -0.240, -0.267], [1.563, -1.239, -1.065], [0.007, 0.543, 0.789], [-0.232, 1.354, -1.164], [-0.478, 0.707, -0.303], [-0.050, 0.121, 0.987], [0.221, -0.115, 0.271], [0.753, 0.041, -0.428], [-0.175, -0.033, 0.608], [-0.197, 0.488, -0.133], [-0.964, 0.801, 0.626], [0.098, -0.097, 0.103], [0.602, -0.625, 0.098], [-0.323, -0.200, -0.254], [-0.450, -0.490, 0.615], [0.610, 0.233, 0.777], [-0.305, -0.203, -0.199], [0.139, -0.194, -0.318], [0.386, -1.574, 0.439], [-0.143, 0.745, -0.414], [-0.208, 0.800, -0.012]], "fmax_ev_per_a": 2.26, "orbital_gap_ev": 8.51, "smiles": "C=C(CC)NC.O.O", "homo_ha": -0.2914, "relative_energy_kj_mol": 210.3}

***

{"formula": "C4H6N2O", "method": "ωB97M-V/def2-TZVPD", "species": ["H", "N", "C", "O", "C", "C", "C", "N", "H", "H", "H", "H", "H"], "coordinates": [[-0.404, 0.095, -3.334], [-0.429, 0.223, -2.325], [0.741, 0.325, -1.860], [1.023, 0.497, -0.555], [-0.067, 0.548, 0.364], [0.079, -0.646, 1.308], [-0.936, -0.600, 2.363], [-1.739, -0.534, 3.193], [1.679, 0.295, -2.420], [-1.020, 0.524, -0.169], [0.018, 1.488, 0.915], [-0.016, -1.583, 0.749], [1.071, -0.633, 1.771]], "atomic_forces_ev_per_a": [[0.024, 0.029, 0.112], [0.379, -0.022, 0.094], [-0.191, -0.023, -0.213], [-0.002, 0.030, -0.100], [-0.137, 0.029, 0.051], [0.030, -0.018, -0.008], [-0.695, 0.015, 0.757], [0.774, -0.064, -0.822], [-0.150, -0.002, 0.027], [0.163, -0.012, 0.106], [-0.009, -0.110, -0.041], [-0.033, 0.149, 0.093], [-0.153, 0.001, -0.055]], "fmax_ev_per_a": 1.13, "orbital_gap_ev": 11.37, "smiles": "[H]/N=C/OCCC#N", "homo_ha": -0.3915, "relative_energy_kj_mol": 130.9}

***

{"formula": "C4H8S2", "method": "ωB97M-V/def2-TZVPD", "species": ["C", "C", "C", "S", "C", "S", "H", "H", "H", "H", "H", "H", "H", "H"], "coordinates": [[0.725, 1.586, -0.085], [-0.066, 0.442, 0.450], [-0.722, -0.574, -0.355], [-2.408, -1.058, 0.102], [0.385, -0.947, 0.627], [2.016, -1.448, 0.026], [0.089, 2.394, -0.471], [1.450, 1.319, -0.827], [1.107, 2.100, 0.812], [-0.758, 0.786, 1.272], [-0.504, -0.696, -1.399], [-2.989, -0.227, -0.764], [0.108, -1.461, 1.604], [1.566, -2.216, -0.994]], "atomic_forces_ev_per_a": [[-0.507, 1.166, 1.027], [-1.377, 2.173, 1.394], [-0.623, -1.315, 0.170], [0.479, -0.223, -0.188], [0.085, -1.399, 1.204], [-0.602, -0.128, -0.355], [-0.242, -0.511, -0.375], [0.611, -0.060, -0.119], [0.836, -0.324, -0.479], [0.900, -0.414, -0.765], [0.193, 0.045, -0.268], [-0.196, 0.152, -0.052], [0.232, 0.703, -1.517], [0.211, 0.135, 0.324]], "fmax_ev_per_a": 2.93, "orbital_gap_ev": 9.77, "smiles": "CC1[C@H](S)[C@H]1S", "homo_ha": -0.3277, "relative_energy_kj_mol": 139.5}

***

Number 1 is which compound?
C12H16MnN7S6